Formula: C7H28IO7
Source: the OMol25 dataset
Level of theory: wB97M-V/def2-TZVPD

Results
Energy   -30146.861 eV
Largest force on an atom   1.62 eV/A
M   351.2 g/mol
HOMO energy   -6.00 eV
Total charge   -1

CARTESIAN COORDINATES (ANGSTROEM)
I1 0.2715 -0.7259 0.0574
C1 0.4426 -4.6274 -2.5035
O1 -0.0325 -3.3043 -2.7061
H1 0.2264 -5.3020 -3.3319
H2 1.5317 -4.6591 -2.5324
H3 0.1172 -4.9978 -1.5314
H4 0.1702 -2.6934 -1.9939
C2 1.4324 2.5398 -2.5728
O2 2.1284 1.4311 -2.0937
H5 1.1368 3.2325 -1.7848
H6 2.0253 3.0618 -3.3238
H7 0.4908 2.2675 -3.0497
H8 1.6226 0.9893 -1.4077
C3 -3.2304 -0.5366 2.4893
O3 -3.1440 0.0117 1.1887
H9 -3.6600 -1.5380 2.4612
H10 -2.2513 -0.7078 2.9367
H11 -3.9489 0.0053 3.1042
H12 -2.3094 -0.3180 0.8476
C4 -3.2129 0.8800 -2.1092
O4 -1.8159 0.7558 -2.4987
H13 -3.3613 1.5244 -1.2428
H14 -3.7791 1.3035 -2.9388
H15 -3.5650 -0.1140 -1.8332
H16 -1.3030 0.3333 -1.8058
C5 2.3430 -3.0127 2.6804
O5 1.5646 -3.6814 1.7339
H17 2.8353 -3.7437 3.3217
H18 3.1600 -2.4553 2.2222
H19 1.7996 -2.2535 3.2430
H20 0.9910 -3.0402 1.3079
C6 3.2435 2.3886 1.2115
O6 3.4564 1.0032 0.9933
H21 2.6834 2.7709 0.3581
H22 2.6217 2.5882 2.0842
H23 4.2200 2.8608 1.3200
H24 2.6702 0.5931 0.6256
C7 -1.4091 3.1636 1.0470
O7 -0.8132 2.3822 2.0714
H25 -0.6643 3.6190 0.3943
H26 -2.0229 2.5409 0.3962
H27 -2.0570 3.9740 1.3812
H28 -0.6046 1.4905 1.7834

Formula: C7H28N14O7
Source: the OMol25 dataset
Level of theory: wB97M-V/def2-TZVPD

Results
Energy   -42909.710 eV
Largest force on an atom   7.66 eV/A
M   420.4 g/mol
HOMO energy (alpha / beta)   0.49 / -6.61 eV
Spin multiplicity   2
Total charge   -1

CARTESIAN COORDINATES (ANGSTROEM)
C1 -2.0353 -4.1273 -1.0672
O1 -2.5472 -3.4521 -0.2285
N1 -0.8157 -3.8308 -1.5564
N2 -2.5651 -5.1299 -1.7088
H1 -0.4211 -2.9137 -1.4038
H2 -0.4110 -4.5152 -2.1792
H3 -2.1863 -5.6122 -2.5113
H4 -3.5176 -5.3444 -1.4505
C2 -3.4914 -0.9733 -4.1918
O2 -3.4843 0.2282 -4.3420
N3 -2.5900 -1.6133 -3.4550
N4 -4.3138 -1.7789 -4.7282
H5 -2.5516 -2.6225 -3.4659
H6 -1.9178 -1.1076 -2.8959
H7 -5.1183 -1.4645 -5.2517
H8 -4.1221 -2.7427 -4.4949
C3 2.3360 1.6349 4.8451
O3 3.2110 2.4531 5.0662
N5 2.4682 0.4039 5.1479
N6 1.4538 1.8669 3.8752
H9 1.7646 -0.2321 4.8006
H10 3.2346 0.0380 5.6945
H11 1.5915 2.6101 3.2052
H12 0.5808 1.3641 3.9471
C4 -1.4402 2.5807 -2.4169
O4 -0.8822 3.0739 -1.5146
N7 -1.7040 3.2033 -3.5037
N8 -1.7851 1.3560 -2.4337
H13 -1.0796 3.9415 -3.7957
H14 -2.0559 2.4442 -4.0693
H15 -2.2341 1.0155 -3.2718
H16 -1.6077 0.7360 -1.6563
C5 3.4933 -1.7207 1.8489
O5 2.9781 -0.7300 1.4135
N9 4.3868 -2.2861 1.1325
N10 3.3196 -2.2697 2.9959
H17 4.5486 -1.7770 0.2753
H18 4.9204 -3.0661 1.4888
H19 3.4740 -3.2658 3.0591
H20 2.9181 -1.7678 3.7751
C6 1.0161 4.5664 1.9220
O6 1.8018 4.0382 2.6760
N11 0.5222 4.0370 0.8446
N12 0.7951 5.8723 1.9055
H21 0.5302 3.0920 0.4883
H22 -0.2455 4.5461 0.4303
H23 0.6291 6.3285 1.0198
H24 0.9691 6.2560 2.8234
C7 -0.0260 -0.5267 0.0066
O7 -0.5101 -0.7453 -1.0937
N13 0.6875 -1.4424 0.6073
N14 -0.0904 0.6355 0.6142
H25 0.7296 -2.3898 0.2599
H26 1.5079 -1.0579 1.0539
H27 0.5186 0.8844 1.3805
H28 -0.6369 1.2989 0.0838

Formula: C7H28O7
Source: the OMol25 dataset
Level of theory: wB97M-V/def2-TZVPD

Results
SMILES string   CO.CO.CO.CO.CO.CO.CO
Energy   -22042.120 eV
Largest force on an atom   2.27 eV/A
M   224.3 g/mol
HOMO energy   -9.46 eV
Total charge   0

CARTESIAN COORDINATES (ANGSTROEM)
C1 11.5602 15.2476 -15.6560
O1 12.6703 15.2872 -14.7953
H1 10.8340 14.5512 -15.2103
H2 11.0591 16.2135 -15.7787
H3 11.8160 14.8092 -16.6215
H4 12.4024 15.1042 -13.8826
C2 12.0993 13.9246 -11.0522
O2 11.9359 14.8666 -12.0979
H5 12.2259 12.9020 -11.4266
H6 12.9788 14.1778 -10.4656
H7 11.2063 13.8070 -10.4341
H8 10.9965 15.1167 -12.1336
C3 12.4071 12.8321 -18.8613
O3 12.5009 11.4186 -18.7982
H9 11.7193 13.2165 -18.1071
H10 13.3515 13.3384 -18.6649
H11 12.1238 13.1202 -19.8752
H12 11.6367 11.0109 -18.8760
C4 8.4238 14.2458 -12.8845
O4 9.1608 15.2183 -12.1439
H13 8.3604 14.5337 -13.9387
H14 9.0102 13.3332 -12.8430
H15 7.4102 14.0723 -12.5192
H16 8.6940 16.0520 -12.2677
C5 15.8814 15.7795 -16.4423
O5 14.5639 16.0464 -16.8513
H17 16.1299 16.5842 -15.7230
H18 16.0015 14.8527 -15.8742
H19 16.6458 15.8990 -17.2089
H20 13.9451 15.7020 -16.1964
C6 9.5316 14.9226 -19.4861
O6 8.5032 14.0219 -19.0849
H21 10.0891 15.1279 -18.5734
H22 10.1617 14.5238 -20.2815
H23 9.1030 15.8801 -19.7983
H24 7.8946 13.9221 -19.8227
C7 9.3162 11.2309 -14.4722
O7 10.5225 10.5204 -14.6159
H25 8.4812 10.8957 -15.0943
H26 9.0259 11.0476 -13.4334
H27 9.4863 12.2927 -14.6568
H28 11.2458 10.9783 -15.0419

Formula: C7H30O8
Source: the OMol25 dataset
Level of theory: wB97M-V/def2-TZVPD

Results
Energy   -24111.024 eV
Largest force on an atom   2.86 eV/A
M   242.3 g/mol
HOMO energy (alpha / beta)   -12.40 / -12.40 eV
Spin multiplicity   2
Total charge   +1

CARTESIAN COORDINATES (ANGSTROEM)
C1 29.3954 -8.6666 27.0317
O1 30.1538 -8.4286 25.8177
H1 28.9268 -7.7376 27.3562
H2 28.6105 -9.4150 26.9226
H3 29.9344 -9.0108 27.9144
H4 30.0447 -7.5421 25.4658
C2 28.3685 -12.5193 27.2976
O2 28.2099 -12.8127 28.6571
H5 29.4514 -12.5294 27.1734
H6 27.9339 -13.3989 26.8227
H7 27.7783 -11.6312 27.0719
H8 28.3921 -13.7502 28.7550
C3 31.7139 -15.3113 24.1800
O3 31.5458 -14.3924 25.2759
H9 31.3895 -16.3121 24.4651
H10 31.0517 -14.9166 23.4094
H11 32.6863 -15.2302 23.6942
H12 31.3473 -13.5378 24.8861
C4 28.3241 -10.9205 23.7702
O4 28.8875 -12.0883 24.4052
H13 27.3020 -10.9309 23.3916
H14 28.2964 -10.0200 24.3836
H15 29.0416 -10.7087 22.9774
H16 29.7844 -11.8568 24.6575
C5 25.7836 -9.0998 20.9910
O5 24.4262 -9.2122 20.6530
H17 25.8228 -8.6588 21.9870
H18 26.1426 -10.1270 21.0552
H19 26.3301 -8.5840 20.2014
H20 24.1147 -10.1195 20.6913
C6 29.5532 -12.9971 21.1144
O6 30.0524 -12.5618 19.8505
H21 29.0960 -13.9628 20.8992
H22 30.2469 -13.2018 21.9298
H23 28.7663 -12.3256 21.4578
H24 30.9681 -12.2766 19.8939
C7 32.1994 -10.8897 24.3802
O7 31.2683 -10.8851 25.3681
H25 31.7921 -10.3947 23.4986
H26 33.2073 -10.5272 24.5824
H27 32.2612 -11.9195 24.0285
H28 30.8556 -10.0204 25.4275
O8 28.3242 -15.0773 24.5337
H29 28.8815 -15.5217 25.1726
H30 28.1750 -14.2091 24.9082

Formula: C7H32N2O9
Source: the OMol25 dataset
Level of theory: wB97M-V/def2-TZVPD

Results
SMILES string   NC(N)=O.CC(C)O.CC(C)O.O.O.O.O.O.O
Energy   -29186.642 eV
Largest force on an atom   2.34 eV/A
M   288.3 g/mol
HOMO energy   -10.03 eV
Total charge   0

CARTESIAN COORDINATES (ANGSTROEM)
N1 -0.8708 3.7717 2.3230
C1 -1.7616 3.4811 1.3473
N2 -1.8027 2.1720 0.9642
O1 -2.4815 4.3196 0.8084
H1 -0.6794 2.9826 2.9148
H2 -0.7607 4.7374 2.5661
H3 -2.5334 1.8267 0.3743
H4 -1.2281 1.4653 1.3951
C2 -0.4953 -4.0103 0.7572
C3 -0.8949 -4.3268 -0.6923
C4 0.1408 -5.2117 -1.3729
O2 -2.1678 -4.9658 -0.6585
H5 -0.2896 -4.9309 1.3097
H6 -1.2505 -3.4315 1.2825
H7 0.4499 -3.4610 0.7598
H8 -0.9577 -3.3739 -1.2152
H9 -0.2210 -5.6970 -2.2781
H10 0.5267 -5.9644 -0.6829
H11 0.9872 -4.6082 -1.7150
H12 -2.1532 -5.6704 -0.0051
C5 1.5796 4.7621 0.0143
C6 2.4760 3.7752 0.7945
C7 2.2915 2.3546 0.3203
O3 3.8388 4.1414 0.5778
H13 2.0261 5.0264 -0.9460
H14 1.3685 5.6973 0.5413
H15 0.5874 4.3319 -0.1422
H16 2.0572 3.8890 1.8026
H17 1.2544 2.0144 0.3890
H18 2.7906 1.6803 1.0214
H19 2.6193 2.2604 -0.7135
H20 3.8556 5.1026 0.6356
O4 0.1656 -1.4839 3.2442
H21 -0.7569 -1.6458 3.4631
H22 0.1396 -1.0337 2.3786
O5 1.6946 -0.9957 -1.3614
H23 2.3795 -0.5331 -1.8620
H24 2.1355 -1.7848 -1.0124
O6 -2.5590 -0.8924 -1.6424
H25 -3.3498 -0.4412 -1.3146
H26 -2.7975 -1.8326 -1.6407
O7 -1.0321 1.4497 -1.9742
H27 -0.9549 2.0597 -1.2287
H28 -1.4892 0.6739 -1.6132
O8 -0.1593 -1.9896 -3.2221
H29 0.4142 -1.7297 -2.4772
H30 -1.0577 -1.8884 -2.8897
O9 -0.3278 -0.5677 0.6006
H31 0.3869 -0.8469 0.0026
H32 -1.1333 -0.6580 0.0720

Formula: C7H35N2O12
Source: the OMol25 dataset
Level of theory: wB97M-V/def2-TZVPD

Results
Energy   -35379.618 eV
Largest force on an atom   0.70 eV/A
M   339.4 g/mol
HOMO energy   -4.55 eV
Total charge   -1

CARTESIAN COORDINATES (ANGSTROEM)
C1 -1.6322 -0.4103 0.5729
C2 -0.3652 -0.1574 -0.2556
C3 0.9458 -0.1636 0.5348
C4 1.1775 0.9789 1.5602
C5 0.1569 2.1184 1.4424
C6 1.3603 0.5050 3.0336
N1 0.9870 1.5934 3.9454
N2 2.8005 0.1927 3.2178
C7 0.4854 -0.7584 3.4145
O1 1.0333 -1.8793 3.1986
O2 -0.6357 -0.5640 3.9068
H1 -2.1876 0.5250 0.6876
H2 -2.3227 -1.0991 0.0899
H3 -1.4192 -0.7794 1.5766
H4 -0.4285 0.7507 -0.8580
H5 -0.2672 -0.9735 -0.9807
H6 1.7346 -0.0894 -0.2232
H7 1.0663 -1.1375 1.0002
H8 2.1370 1.4253 1.2861
H9 -0.0328 2.3550 0.3947
H10 -0.7609 1.8702 1.9715
H11 0.5611 3.0210 1.9032
H12 1.6864 2.3208 3.8258
H13 1.0755 1.2529 4.8963
H14 3.1162 -0.2952 2.3861
H15 2.8554 -0.4569 3.9929
O3 -4.5564 -1.8388 0.0793
H16 -5.4860 -1.5852 0.0619
H17 -4.4695 -2.3503 0.8934
O4 1.0165 2.1238 -2.0363
H18 0.8459 2.0607 -2.9844
H19 1.1952 3.0630 -1.9119
O5 2.3050 0.4386 -3.9905
H20 2.4002 0.7335 -3.0752
H21 3.1951 0.2232 -4.2814
O6 1.5786 4.2007 -3.8350
H22 2.1783 4.3630 -4.5691
H23 0.8560 4.8228 -3.9667
O7 -5.8746 -4.0368 -2.0177
H24 -5.5618 -3.3244 -1.4489
H25 -5.1804 -4.1232 -2.6834
O8 3.0906 -2.5346 1.5630
H26 2.4027 -2.3390 2.2591
H27 3.1562 -3.4912 1.5278
O9 3.7354 2.7424 -0.3423
H28 3.0760 2.4316 -0.9776
H29 3.9609 1.9524 0.1613
O10 -2.8669 -4.2286 -0.7481
H30 -2.5106 -4.8186 -0.0775
H31 -3.3132 -3.5289 -0.2582
O11 -5.5323 -5.4206 -4.5984
H32 -6.2366 -5.3660 -3.9409
H33 -5.2453 -6.3381 -4.5683
O12 3.1070 5.7114 -0.5231
H34 2.4282 5.7081 0.1583
H35 3.4190 4.7963 -0.5370